Density functional theory data (the ωB97M-V functional and the def2-TZVPD basis) for an isolated molecule of C3H7NO2 at a distorted geometry.

Its frontier orbital gap is 10.321 eV. Its energy relative to the best compared isomer or geometry (same formula, charge and spin) is 112.2 kcal/mol. As for the total energy: -8805.6637 eV.

```
13
C3H7NO2 (the ωB97M-V functional and the def2-TZVPD basis)
C -0.085 1.122 0.034
C 0.308 -0.288 -0.013
C -0.910 -1.035 0.124
O -1.971 -0.236 -0.556
N 1.420 -0.880 -0.044
O 2.533 -0.032 -0.251
H 0.853 1.592 0.509
H -0.794 1.275 0.809
H -0.363 1.372 -0.887
H -0.892 -2.058 -0.124
H -1.331 -0.978 1.212
H -2.090 0.715 -0.109
H 3.319 -0.568 -0.703
```

Atom charges from the natural (NBO) analysis, given in e for atoms 1 to 5:
1 C -0.6739
2 C 0.1877
3 C -0.0917
4 O -0.7459
5 N -0.1167

***

Density functional theory data (the ωB97M-V functional and the def2-TZVPD basis) for an isolated molecule of C3H7NO2 at a distorted geometry.

Its frontier orbital gap is 9.918 eV. Its energy relative to the best compared isomer or geometry (same formula, charge and spin) is 107.8 kcal/mol. As for the total energy: -8805.8544 eV.

```
13
C3H7NO2 (the ωB97M-V functional and the def2-TZVPD basis)
C -1.787 -0.441 -0.519
C -1.303 -0.413 0.715
O -0.050 -0.957 1.152
N 1.045 -0.676 0.335
C 1.263 0.747 0.264
O 2.208 1.094 -0.684
H -1.162 -0.276 -1.387
H -2.849 -0.435 -0.685
H -1.970 -0.517 1.563
H 0.830 -1.060 -0.588
H 1.606 1.103 1.237
H 0.156 1.160 0.126
H 2.011 0.671 -1.530
```

Atom charges from the natural (NBO) analysis, given in e for atoms 1 to 5:
1 C -0.4979
2 C 0.0994
3 O -0.3679
4 N -0.3255
5 C 0.0851

***

Density functional theory data (the ωB97M-V functional and the def2-TZVPD basis) for an isolated molecule of C3H7NO2 at a distorted geometry.

Its frontier orbital gap is 10.812 eV. Its energy relative to the best compared isomer or geometry (same formula, charge and spin) is 60.3 kcal/mol. As for the total energy: -8807.9150 eV.

```
13
C3H7NO2 (the ωB97M-V functional and the def2-TZVPD basis)
H 3.291 -0.614 0.270
N 2.342 -0.277 0.349
C 1.570 -0.641 -0.568
O 0.170 -0.615 -0.566
C -0.134 0.656 -0.011
C -1.633 0.418 0.619
O -2.362 -0.306 -0.309
H 1.838 -1.331 -1.378
H -0.266 1.391 -0.807
H 0.500 0.993 0.805
H -2.117 1.373 0.829
H -1.489 -0.155 1.541
H -1.710 -0.892 -0.773
```

Atom charges from the natural (NBO) analysis, given in e for atoms 1 to 5:
1 H 0.3706
2 N -0.6847
3 C 0.4139
4 O -0.5401
5 C -0.1291

***

Density functional theory data (the ωB97M-V functional and the def2-TZVPD basis) for a cluster of 3 separate species, C3H7NO2 in total at a distorted geometry.

Its frontier orbital gap is 3.672 eV. Its energy relative to the best compared isomer or geometry (same formula, charge and spin) is 243.7 kcal/mol. As for the total energy: -8799.9589 eV.

```
13
C3H7NO2 (the ωB97M-V functional and the def2-TZVPD basis)
C 0.957 0.229 -1.372
N 2.155 0.627 -1.568
C -1.876 -0.432 1.151
C -2.092 -0.210 -0.213
O -1.752 -0.908 -1.254
O 2.388 0.267 1.200
H 0.408 0.635 -0.409
H 0.647 -0.740 -1.870
H 3.153 0.270 1.867
H 2.507 0.610 -0.472
H -1.570 -1.345 1.515
H -2.234 0.263 1.880
H -2.690 0.732 -0.455
```

Atom charges from the natural (NBO) analysis, given in e for atoms 1 to 5:
1 C -0.0238
2 N -0.4267
3 C -0.2025
4 C 0.1846
5 O -0.5104

***

Density functional theory data (the ωB97M-V functional and the def2-TZVPD basis) for an isolated molecule of C3H7NO2.

Its frontier orbital gap is 9.463 eV. Its energy relative to the best compared isomer or geometry (same formula, charge and spin) is 71.5 kcal/mol. As for the total energy: -8807.4298 eV.

```
13
C3H7NO2 (the ωB97M-V functional and the def2-TZVPD basis)
O 1.426 0.589 0.803
C 0.097 1.012 1.048
C -0.848 0.680 -0.090
O -1.282 -0.685 -0.002
C -0.691 -1.739 -0.561
N 0.483 -1.492 -1.172
H 1.486 -0.356 0.995
H -0.311 0.564 1.965
H 0.131 2.096 1.185
H -1.773 1.257 -0.003
H -0.388 0.912 -1.060
H 0.692 -2.232 -1.820
H 0.976 -0.606 -1.289
```

Atom charges from the natural (NBO) analysis, given in e for atoms 1 to 5:
1 O -0.7232
2 C -0.0940
3 C -0.1264
4 O -0.5208
5 C 0.3144

***

Density functional theory data (the ωB97M-V functional and the def2-TZVPD basis) for an isolated molecule of C3H7NO2.

Its frontier orbital gap is 10.684 eV. Its energy relative to the best compared isomer or geometry (same formula, charge and spin) is 22.1 kcal/mol. As for the total energy: -8809.5702 eV.

```
13
C3H7NO2 (the ωB97M-V functional and the def2-TZVPD basis)
O 1.437 -0.767 1.232
C 1.731 -0.031 0.300
N 0.902 0.543 -0.597
C -0.553 0.432 -0.766
C -1.271 -0.527 0.185
O -1.152 -0.148 1.524
H 2.788 0.229 0.106
H 1.362 1.158 -1.253
H -0.995 1.427 -0.635
H -0.737 0.118 -1.802
H -2.337 -0.484 -0.069
H -0.939 -1.561 0.013
H -0.236 -0.388 1.762
```

Atom charges from the natural (NBO) analysis, given in e for atoms 1 to 5:
1 O -0.6460
2 C 0.5350
3 N -0.6000
4 C -0.2450
5 C -0.0736

***

Density functional theory data (the ωB97M-V functional and the def2-TZVPD basis) for a cluster of 2 separate species, C3H7NO2 in total.

Its frontier orbital gap is 8.655 eV. Its energy relative to the best compared isomer or geometry (same formula, charge and spin) is 95.3 kcal/mol. As for the total energy: -8806.3958 eV.

```
13
C3H7NO2 (the ωB97M-V functional and the def2-TZVPD basis)
C -0.694 -0.733 0.279
C 0.389 0.005 0.530
C 1.792 -0.509 0.660
N 0.238 1.405 0.821
O -0.745 1.923 0.325
H -1.686 -0.310 0.380
H -0.621 -1.781 0.009
H 2.339 0.116 1.372
H 1.789 -1.537 1.029
H 2.332 -0.487 -0.293
O -1.523 0.363 -1.978
H -1.319 1.027 -1.296
H -2.438 0.122 -1.793
```

Atom charges from the natural (NBO) analysis, given in e for atoms 1 to 5:
1 C -0.2609
2 C -0.0007
3 C -0.6482
4 N 0.1344
5 O -0.3289

***

Density functional theory data (the ωB97M-V functional and the def2-TZVPD basis) for an isolated molecule of C3H7NO2 at a distorted geometry.

Its frontier orbital gap is 7.269 eV. Its energy relative to the best compared isomer or geometry (same formula, charge and spin) is 133.2 kcal/mol. As for the total energy: -8804.7514 eV.

```
13
C3H7NO2 (the ωB97M-V functional and the def2-TZVPD basis)
C 0.079 0.007 0.254
C 1.386 -0.804 1.266
C -1.306 0.950 -0.518
N -1.217 0.532 -1.750
O 0.654 -0.745 -0.758
O -2.007 1.678 0.123
H -1.832 0.829 -2.487
H -0.379 -0.179 -1.855
H -0.642 -0.483 0.934
H 0.561 0.961 0.538
H 1.186 -1.863 1.189
H 1.199 -0.380 2.248
H 2.320 -0.502 0.815
```

Atom charges from the natural (NBO) analysis, given in e for atoms 1 to 5:
1 C -0.2852
2 C -0.2734
3 C 0.7644
4 N -0.8389
5 O -0.8232